Density functional theory data (the ωB97M-V functional and the def2-TZVPD basis) for a cluster of 14 separate species, C37H73F6N12O13S2 in total at a distorted geometry.

Last column: Löwdin charge in e.
Cartesian coordinates (Å):
C1 0.6514 4.1040 37.5753  -0.67
F1 1.2266 3.3858 38.5368  0.13
F2 -0.6629 3.9308 37.5960  0.14
F3 0.9065 5.3842 37.8145  0.14
S1 1.2843 3.5165 35.9048  0.64
O1 0.7908 2.1706 35.7315  -0.30
O2 0.7263 4.4373 34.9269  -0.29
N1 2.9289 3.7457 36.0548  -0.27
S2 3.5778 2.3574 36.0591  0.54
O3 3.0716 1.4638 37.0794  -0.32
O4 3.7599 1.7761 34.7340  -0.30
C2 5.3223 2.7121 36.6073  -0.65
F4 5.8942 3.4443 35.6562  0.15
F5 5.4211 3.3710 37.7620  0.12
F6 5.9194 1.5334 36.7472  0.14
C3 2.9547 7.2684 41.6344  -0.36
O5 2.0486 8.0762 41.7343  0.02
N2 2.7417 5.9561 41.4471  -0.18
C4 3.7834 4.9753 41.6678  -0.07
C5 1.4091 5.4204 41.2717  -0.03
H1 4.0224 7.5098 41.7429  0.13
H2 3.9909 4.3544 40.7932  0.08
H3 3.4580 4.3248 42.4847  0.09
H4 4.7312 5.3828 42.0210  0.08
H5 0.8592 5.3824 42.2161  0.10
H6 0.7884 6.0517 40.6361  0.05
H7 1.4391 4.4223 40.8433  0.08
C6 8.5795 5.3415 35.0051  -0.36
O6 7.8786 5.9742 34.2562  0.04
N3 9.4972 5.8538 35.8504  -0.20
C7 10.2589 5.0464 36.7742  -0.07
C8 9.7882 7.2774 35.8453  -0.05
H8 8.5949 4.2396 35.0569  0.13
H9 9.9815 3.9923 36.7089  0.08
H10 10.0744 5.3090 37.8166  0.05
H11 11.3313 5.0968 36.5764  0.08
H12 10.8670 7.4473 35.7901  0.08
H13 9.3075 7.7127 34.9740  0.09
H14 9.4710 7.7397 36.7833  0.08
C9 0.5103 9.6367 34.8432  -0.35
O7 0.5039 10.5183 33.9975  -0.01
N4 1.6422 9.0647 35.3052  -0.17
C10 1.5616 8.1950 36.4752  -0.05
C11 2.9613 9.5879 34.9659  -0.02
H15 -0.3798 9.1799 35.3087  0.13
H16 2.4342 7.5480 36.5755  0.05
H17 0.6268 7.6469 36.4539  0.05
H18 1.6338 8.8146 37.3735  0.07
H19 3.6157 8.7150 35.0211  0.06
H20 3.0859 10.0447 33.9925  0.09
H21 3.2588 10.2941 35.7466  0.10
C12 -1.9840 6.4424 35.9549  -0.34
O8 -2.6342 6.6804 36.9577  0.01
N5 -2.5023 6.0884 34.7620  -0.17
C13 -1.6952 6.1470 33.5580  -0.06
C14 -3.9019 5.8000 34.5554  -0.06
H22 -0.8974 6.6033 35.8867  0.10
H23 -2.0153 6.8084 32.7569  0.09
H24 -1.5516 5.1294 33.1792  0.09
H25 -0.6912 6.3879 33.9180  0.07
H26 -4.5148 6.6280 34.1892  0.09
H27 -4.0403 5.0081 33.8159  0.08
H28 -4.3642 5.4337 35.4714  0.08
C15 -1.4643 -1.6898 36.9533  -0.33
O9 -2.1988 -0.9494 36.3201  -0.01
N6 -0.4465 -1.2566 37.7201  -0.17
C16 0.3114 -2.2357 38.4795  -0.08
C17 -0.0868 0.1386 37.8470  -0.04
H29 -1.5853 -2.7757 37.0571  0.13
H30 1.3666 -1.9846 38.3292  0.06
H31 0.2002 -3.2089 38.0087  0.07
H32 0.1638 -2.3053 39.5592  0.09
H33 0.9732 0.2615 37.6210  0.07
H34 -0.6925 0.7546 37.1929  0.06
H35 -0.2534 0.4275 38.8884  0.10
C18 4.7040 6.6712 35.9584  -0.37
O10 5.3600 7.1180 35.0462  0.03
N7 4.9337 6.8736 37.2689  -0.16
C19 4.0394 6.3741 38.2862  -0.07
C20 6.0966 7.6295 37.6985  -0.02
H36 3.7934 6.0896 35.7615  0.12
H37 3.5857 7.2127 38.8228  0.09
H38 4.4733 5.7099 39.0372  0.05
H39 3.2378 5.7696 37.8644  0.06
H40 6.7574 7.7218 36.8393  0.08
H41 5.7565 8.5898 38.0962  0.09
H42 6.6545 7.1459 38.5054  0.07
C21 4.1267 4.5168 32.8387  -0.32
O11 5.1174 5.2148 32.7665  0.03
N8 3.5161 3.9804 31.7424  -0.19
C22 2.5629 2.8890 31.8775  -0.06
C23 4.0001 4.3030 30.4266  -0.06
H43 3.6479 4.2064 33.7749  0.10
H44 3.1085 1.9606 31.6731  0.09
H45 1.8155 3.0117 31.0901  0.08
H46 2.0779 2.8149 32.8447  0.06
H47 4.8777 4.9368 30.4697  0.08
H48 4.2387 3.3625 29.9122  0.08
H49 3.2709 4.7684 29.7545  0.08
C24 5.1905 -2.3327 34.5532  -0.02
C25 5.7611 -1.6500 35.7654  -0.48
O12 6.9079 -1.2826 35.7882  0.07
C26 4.8144 -1.3921 36.9146  -0.03
H50 5.7551 -2.0682 33.6546  0.09
H51 4.1938 -1.9441 34.3587  0.04
H52 5.1579 -3.4200 34.4839  0.09
H53 3.8378 -1.0410 36.5907  0.04
H54 5.1374 -0.6919 37.6812  0.07
H55 4.6214 -2.3411 37.4257  0.09
C27 4.0210 0.2356 42.2191  -0.02
C28 2.9349 1.0295 41.5485  -0.48
O13 2.3467 1.9096 42.1375  0.06
C29 2.4545 0.5482 40.1980  -0.02
H56 4.0372 0.3762 43.2971  0.08
H57 4.9950 0.5744 41.8562  0.09
H58 3.8381 -0.8092 41.9670  0.08
H59 1.7671 1.2734 39.7740  0.06
H60 2.1195 -0.4788 40.0618  0.07
H61 3.3048 0.5723 39.5007  0.08
C30 -3.2567 1.8250 36.4153  -0.07
C31 -4.5520 2.2351 35.8773  -0.28
N9 -5.5995 2.5311 35.5130  0.12
H62 -2.6846 1.3457 35.6244  0.07
H63 -3.4516 1.0838 37.1867  0.08
H64 -2.6656 2.6436 36.8203  0.07
C32 1.7277 -0.7561 34.5512  -0.03
C33 1.9337 -2.0083 35.3011  -0.29
N10 2.0956 -2.9734 35.9036  0.16
H65 1.5604 -1.0134 33.5063  0.09
H66 2.6295 -0.1448 34.6081  0.05
H67 0.8661 -0.2609 34.9948  0.07
C34 6.9388 4.3394 40.0629  -0.06
C35 8.3610 4.6576 40.1685  -0.26
N11 9.4788 4.8871 40.2537  0.13
H68 6.8423 3.3454 39.6347  0.08
H69 6.4562 5.0759 39.4244  0.05
H70 6.4614 4.3670 41.0390  0.06
C36 -1.4395 7.0123 39.7900  -0.06
C37 -0.7909 8.2331 39.2915  -0.26
N12 -0.2629 9.1946 38.9553  0.15
H71 -1.3222 6.2313 39.0465  0.05
H72 -2.4883 7.2449 39.9627  0.09
H73 -0.9775 6.7825 40.7499  0.06

Forces on atoms 1 to 6 (eV/Å):
0.4780 -0.3598 -0.5383
-0.1602 -0.1454 0.1492
-0.2079 -0.1370 0.1486
0.0744 0.1774 -0.2097
-0.4782 1.5225 -1.7267
0.6190 0.3906 0.6692

The value obtained for the electronic energy is -122027.509 eV. As for the orbital gap: 0.3066 hartree. The calculation puts the lowest unoccupied orbital energy at 1.666 eV. The spin multiplicity is 1. As for the charge: -1.

***

Density functional theory data (the ωB97M-V functional and the def2-TZVPD basis) for a cluster of 11 separate species, C37H73N11O9 in total at a distorted geometry.

Last column: Löwdin charge in e.
Cartesian coordinates (Å):
C1 1.0680 5.3220 -2.3513  0.00
C2 0.8038 4.4264 -1.2282  -0.59
O1 1.6952 3.8713 -0.6087  0.02
N1 -0.4934 4.1838 -0.9788  0.05
C3 -0.8370 3.3064 0.2163  -0.03
H1 0.1089 5.6039 -2.7582  0.08
H2 1.6687 4.8698 -3.0624  0.06
H3 1.5977 6.2205 -2.0409  0.10
H4 -1.1708 4.8664 -1.2328  0.10
H5 0.0605 2.6662 0.3617  0.06
H6 -1.7319 2.8025 0.0124  0.02
H7 -0.9695 3.9154 1.1182  0.09
C4 2.7433 1.0122 4.6984  0.01
C5 3.7926 -0.0403 4.5390  -0.53
O2 4.0246 -0.5538 3.4483  0.02
N2 4.4696 -0.4486 5.6879  -0.01
C6 5.5882 -1.4358 5.6233  -0.05
H8 1.7124 0.5613 4.6641  0.10
H9 2.7909 1.6360 3.8088  0.09
H10 2.9198 1.5508 5.5845  0.06
H11 4.6167 0.2149 6.4350  0.12
H12 5.1457 -2.3367 5.1895  0.07
H13 5.8347 -1.5633 6.6505  0.07
H14 6.3205 -0.9764 4.9320  0.10
C7 -3.6479 -0.5426 -3.3590  0.00
C8 -4.4720 0.5714 -3.9940  -0.52
O3 -5.5645 0.8413 -3.4542  -0.02
N3 -4.0501 1.0999 -5.1543  0.02
C9 -4.8082 2.0465 -5.9817  -0.05
H15 -4.3005 -1.1692 -2.7118  0.08
H16 -2.8623 -0.0460 -2.7856  0.06
H17 -3.1091 -1.1328 -4.0547  0.06
H18 -3.1181 0.7697 -5.4483  0.10
H19 -4.4281 2.1674 -6.9696  0.07
H20 -4.8526 3.0438 -5.5010  0.07
H21 -5.8602 1.7028 -5.9923  0.09
C10 -0.8715 2.6906 -4.4991  0.03
C11 -0.5206 1.1499 -4.7224  -0.49
O4 -1.0158 0.5130 -5.6665  -0.01
N4 0.2748 0.5774 -3.8256  0.00
C12 0.7133 -0.7510 -3.8648  -0.11
H22 0.0018 3.3248 -4.4006  0.06
H23 -1.4129 2.8048 -3.5636  0.06
H24 -1.4918 2.9526 -5.3654  0.07
H25 0.5553 1.0816 -3.0219  0.08
H26 -0.0990 -1.4979 -3.8715  0.10
H27 1.3490 -0.9665 -3.0025  0.06
H28 1.2962 -0.9688 -4.7734  0.09
C13 -5.1859 4.6456 -2.5995  0.00
C14 -4.4961 3.8429 -1.4574  -0.53
O5 -3.5369 4.2611 -0.8493  0.02
N5 -5.0238 2.5880 -1.2624  0.02
C15 -4.4067 1.6455 -0.3341  -0.06
H29 -5.1207 5.7016 -2.2031  0.09
H30 -6.2900 4.4679 -2.6440  0.09
H31 -4.6386 4.5109 -3.5134  0.05
H32 -5.7945 2.2541 -1.8456  0.11
H33 -3.7217 2.1768 0.2765  0.05
H34 -4.0051 0.7183 -0.8155  0.08
H35 -5.1856 1.1402 0.2536  0.08
C16 5.4616 1.7825 -0.9737  0.00
C17 5.1980 0.7253 -1.9440  -0.59
O6 5.3385 -0.4528 -1.7029  0.04
N6 4.8050 1.1750 -3.1777  0.02
C18 4.5384 0.1875 -4.2144  -0.06
H36 6.4628 2.0651 -1.2313  0.09
H37 5.5344 1.3956 0.0804  0.11
H38 4.7566 2.5837 -1.1335  0.08
H39 4.3754 2.0663 -3.2093  0.12
H40 5.3483 -0.5086 -4.4154  0.09
H41 4.3945 0.7550 -5.1499  0.09
H42 3.6870 -0.3925 -3.9107  0.05
C19 5.0523 -3.0693 1.7306  0.00
C20 3.7154 -3.0850 1.0637  -0.55
O7 2.7259 -3.4996 1.6540  0.01
N7 3.6808 -2.7786 -0.2838  0.02
C21 2.5242 -3.1064 -1.1723  -0.02
H43 4.9820 -2.9923 2.8204  0.06
H44 5.6711 -2.2617 1.2530  0.10
H45 5.5435 -4.0054 1.4148  0.09
H46 4.4577 -2.2808 -0.6629  0.08
H47 2.8918 -3.1403 -2.1897  0.08
H48 1.8574 -2.2553 -1.0554  0.05
H49 2.1615 -4.0411 -0.7024  0.09
C22 -1.8980 -3.9893 -0.3384  0.00
C23 -3.0946 -3.0765 -0.0849  -0.56
O8 -3.6823 -2.4851 -0.9893  0.02
N8 -3.3772 -2.8977 1.1973  0.03
C24 -4.3916 -2.0114 1.7311  -0.03
H50 -1.3939 -3.6970 -1.2472  0.07
H51 -2.2889 -5.0495 -0.4468  0.11
H52 -1.2028 -3.9069 0.4870  0.04
H53 -2.8231 -3.4344 1.8317  0.09
H54 -4.9358 -2.4210 2.5410  0.08
H55 -5.0222 -1.7726 0.9133  0.07
H56 -3.9033 -1.0868 2.0349  0.06
C25 0.8993 -2.6470 4.4090  0.01
C26 0.1524 -3.6018 3.4870  -0.55
O9 -0.9403 -3.3309 2.9843  -0.01
N9 0.6671 -4.8365 3.3233  0.01
C27 -0.0395 -5.8195 2.4966  -0.06
H57 1.5242 -3.1654 5.0878  0.06
H58 0.1702 -1.9147 4.9447  0.12
H59 1.7001 -2.1419 3.8417  0.06
H60 1.6871 -4.8878 3.4455  0.14
H61 0.2569 -6.8566 2.7715  0.09
H62 0.2936 -5.6729 1.4841  0.07
H63 -1.1003 -5.7677 2.6237  0.07
N10 -1.3611 2.1098 4.6321  0.07
C28 -1.3114 1.2433 3.5597  -0.12
C29 -1.9118 -0.0024 3.5378  -0.08
C30 -2.7012 -0.4242 4.6214  -0.09
C31 -2.7177 0.3753 5.7211  -0.06
C32 -2.0999 1.6609 5.6112  -0.17
H64 -0.8185 1.5172 2.6710  0.07
H65 -1.7114 -0.7192 2.7429  0.08
H66 -3.3093 -1.2998 4.5250  0.10
H67 -3.2519 0.2162 6.6584  0.10
H68 -2.1177 2.3351 6.4086  0.08
N11 0.7344 0.7681 -0.9722  0.05
C33 1.7409 0.7507 -0.1414  -0.15
C34 1.8925 -0.1516 0.9266  -0.01
C35 0.7639 -0.9719 1.1835  -0.04
C36 -0.2180 -1.0029 0.1979  -0.07
C37 -0.2194 -0.1302 -0.8450  -0.15
H69 2.5502 1.4338 -0.3197  0.09
H70 2.7846 -0.1926 1.5673  0.09
H71 0.5808 -1.7654 1.9801  0.10
H72 -0.9342 -1.7466 0.3309  0.06
H73 -0.8434 -0.2895 -1.7447  0.10

Forces on atoms 1 to 6 (eV/Å):
-1.0232 1.9448 0.5128
0.1365 -0.8705 0.8047
0.8036 -0.2018 0.1493
-0.4940 -1.3961 2.0338
2.2799 1.5638 -0.5761
-0.0888 0.3269 -0.6072

The value obtained for the electronic energy is -74374.622 eV. As for the orbital gap: 0.3458 hartree. As for the SMILES: CNC(C)=O.CNC(C)=O.CNC(C)=O.CNC(C)=O.CNC(C)=O.CNC(C)=O.CNC(C)=O.CNC(C)=O.CNC(C)=O.c1ccncc1.c1ccncc1. As for the energy above the lowest of the compared OMol25 structures with the same formula, charge and spin: 23.8 kcal per mole. The calculation puts the lowest unoccupied orbital energy at 0.542 eV. The spin multiplicity is 1.

***

Density functional theory data (the ωB97M-V functional and the def2-TZVPD basis) for a cluster of 11 separate species, C37H74Br2O15 in total at a distorted geometry.

Last column: Löwdin charge in e.
Cartesian coordinates (Å):
C1 5.0457 0.7032 -1.7200  -0.02
C2 5.4163 -0.4521 -0.8256  -0.52
O1 6.5552 -0.7763 -0.6621  0.09
C3 4.3357 -1.3772 -0.3472  -0.01
H1 4.4086 1.4032 -1.1712  0.07
H2 4.5821 0.3430 -2.6364  0.08
H3 5.9519 1.2395 -2.0026  0.09
H4 4.6700 -2.4117 -0.3090  0.09
H5 3.4362 -1.3980 -0.9686  0.02
H6 3.9834 -1.0801 0.6497  0.07
C4 -3.0606 5.3857 0.6490  -0.02
C5 -1.6170 5.6898 1.0216  -0.49
O2 -1.3674 6.5292 1.8799  0.05
C6 -0.5221 4.9760 0.2577  -0.01
H7 -3.7345 5.9672 1.2642  0.09
H8 -3.2464 4.3252 0.8309  0.05
H9 -3.1483 5.5892 -0.4227  0.09
H10 0.1225 4.4644 0.9706  0.08
H11 0.0841 5.7028 -0.2828  0.09
H12 -0.9781 4.2718 -0.4377  0.06
C7 -2.8198 -6.1602 0.2105  -0.02
C8 -3.0231 -4.8420 0.8431  -0.53
O3 -3.6661 -3.9997 0.3070  0.07
C9 -2.3849 -4.5704 2.1814  -0.01
H13 -3.5429 -6.9067 0.5400  0.09
H14 -1.8107 -6.5711 0.3122  0.08
H15 -2.9339 -6.0793 -0.8783  0.09
H16 -3.0464 -3.9267 2.7535  0.08
H17 -1.4391 -4.0610 1.9962  0.07
H18 -2.1778 -5.4973 2.7111  0.08
C10 -0.0745 2.4204 -3.5250  -0.02
C11 1.0248 2.9045 -4.4355  -0.53
O4 2.1152 2.4463 -4.3194  0.07
C12 0.6753 3.8640 -5.5312  -0.02
H19 -0.1933 3.0907 -2.6640  0.08
H20 0.2576 1.4692 -3.1250  0.04
H21 -1.0321 2.4075 -4.0485  0.08
H22 0.5403 3.2422 -6.4256  0.09
H23 1.3938 4.6399 -5.7588  0.08
H24 -0.2996 4.3086 -5.3159  0.08
C13 -3.7389 -0.7051 -5.3569  -0.02
C14 -2.3869 -0.9969 -5.9581  -0.48
O5 -1.8679 -2.0985 -5.8822  0.05
C15 -1.6985 0.1637 -6.6669  -0.01
H25 -4.4016 -0.1962 -6.0495  0.08
H26 -3.5559 -0.1131 -4.4502  0.08
H27 -4.2014 -1.6252 -5.0006  0.09
H28 -1.5772 -0.0619 -7.7263  0.09
H29 -0.7053 0.2908 -6.2349  0.08
H30 -2.3010 1.0665 -6.5791  0.07
O6 0.3163 -0.4590 1.5256  0.12
C16 0.4413 0.0339 0.4687  -0.61
O7 -0.1401 -0.4207 -0.6145  -0.06
C17 -0.9490 -1.5801 -0.5526  -0.24
C18 -1.8512 -1.6051 -1.7514  -0.05
C19 1.1625 1.3215 0.2287  0.05
H31 -1.5423 -1.6044 0.3560  0.09
H32 -0.2962 -2.4556 -0.5209  0.11
H33 -2.6743 -0.8941 -1.7048  0.07
H34 -2.3225 -2.5928 -1.7867  0.08
H35 -1.2745 -1.5124 -2.6683  0.03
H36 0.9871 1.6853 -0.7780  0.07
H37 2.2119 1.2732 0.4977  0.07
H38 0.6564 2.0264 0.8965  0.08
O8 -1.9808 1.8225 0.1928  0.10
C20 -3.1216 1.5317 -0.0203  -0.56
O9 -3.8701 0.7732 0.7677  0.01
C21 -3.2475 -0.0502 1.8088  -0.19
C22 -4.0809 0.0561 3.0434  -0.05
C23 -3.9562 2.2217 -1.0652  0.03
H39 -2.2045 0.2188 1.9903  0.11
H40 -3.2180 -1.0679 1.4211  0.11
H41 -3.9479 0.9837 3.5855  0.05
H42 -3.7059 -0.7399 3.7110  0.09
H43 -5.1248 -0.1851 2.8758  0.08
H44 -3.7856 3.2835 -1.1400  0.06
H45 -5.0012 2.1264 -0.7430  0.09
H46 -3.9357 1.6749 -2.0079  0.08
O10 0.5151 -5.8091 1.8160  0.10
C24 1.3247 -4.9348 1.7943  -0.56
O11 2.3032 -4.8807 0.8774  -0.02
C25 2.1580 -5.6893 -0.3226  -0.19
C26 1.2945 -4.9716 -1.3632  -0.06
C27 1.5181 -3.8924 2.8429  0.03
H47 1.7271 -6.6646 -0.0667  0.12
H48 3.1525 -5.8745 -0.7291  0.12
H49 0.3541 -4.6394 -0.9035  0.06
H50 1.0368 -5.6400 -2.1835  0.08
H51 1.7590 -4.0264 -1.6635  0.04
H52 0.8332 -4.0440 3.6753  0.09
H53 1.3295 -2.8978 2.4327  0.07
H54 2.5220 -3.9427 3.2618  0.10
O12 -2.5855 4.1090 7.1682  0.11
C28 -1.4856 3.8598 6.7812  -0.58
O13 -1.2401 3.3707 5.5777  0.00
C29 -2.3665 3.1489 4.7093  -0.20
C30 -1.8471 3.1999 3.2861  -0.05
C31 -0.2608 3.9709 7.6243  0.02
H55 -3.1360 3.8972 4.8864  0.12
H56 -2.7589 2.1669 4.9783  0.11
H57 -1.2427 2.3329 3.0340  0.08
H58 -1.2322 4.0913 3.1801  0.08
H59 -2.7227 3.3011 2.6472  0.07
H60 0.4458 3.1736 7.4093  0.08
H61 -0.5554 4.0193 8.6608  0.09
H62 0.2569 4.8955 7.3448  0.10
O14 5.7526 0.5769 3.4924  0.11
C32 5.0086 1.0754 2.6860  -0.54
O15 3.7191 0.7608 2.5495  -0.03
C33 3.2229 -0.4022 3.2166  -0.24
C34 2.5727 -0.0124 4.5201  -0.05
C35 5.4443 2.1657 1.7620  0.03
H63 4.0417 -1.0943 3.4461  0.12
H64 2.5914 -0.9458 2.5229  0.08
H65 3.3777 0.1816 5.2451  0.08
H66 1.9085 -0.7289 4.9916  0.07
H67 2.1047 0.9747 4.4520  0.08
H68 6.3809 2.5731 2.1334  0.09
H69 4.7559 3.0076 1.6981  0.09
H70 5.6812 1.7717 0.7751  0.07
Br1 2.5722 -3.8272 -6.8461  0.61
C36 2.5879 -3.0981 -5.0139  -0.68
C37 1.5501 -2.0087 -4.9592  -0.64
Br2 1.5446 -1.3171 -3.1192  0.78
H71 3.6041 -2.7532 -4.8731  0.05
H72 2.4163 -3.9126 -4.3180  0.04
H73 0.5606 -2.3198 -5.2677  0.04
H74 1.9152 -1.1599 -5.5265  0.05

Forces on atoms 1 to 6 (eV/Å):
0.4410 0.5753 0.5236
-0.7470 -0.8528 -1.3401
1.3947 0.1423 0.5109
-1.2087 -0.1630 0.4464
-0.3323 -0.1144 -0.3620
-0.3972 -0.0037 0.1425

The value obtained for the electronic energy is -210367.737 eV. As for the orbital gap: 0.3560 hartree. As for the SMILES: CCOC(C)=O.CCOC(C)=O.CCOC(C)=O.CCOC(C)=O.CCOC(C)=O.CC(C)=O.CC(C)=O.CC(C)=O.CC(C)=O.CC(C)=O.BrCCBr. The calculation puts the lowest unoccupied orbital energy at 0.158 eV. The spin multiplicity is 1.

***

no.,HOMO (Ha)
1,-0.245
2,-0.326
3,-0.350